C3H4AgO2 | ωB97M-V/def2-TZVPD

Cartesian coordinates (Å):
O -0.53 -1.14 0.22
C 0.34 -0.03 0.22
C -1.87 -0.74 -0.19
O -0.50 1.09 -0.02
C -1.86 0.73 0.16
H -2.60 -1.34 0.37
H -2.00 -0.91 -1.28
H -2.17 0.90 1.21
H -2.48 1.34 -0.51
Ag 2.69 0.07 -0.16

Values from the calculation:
- energy above the lowest of the compared OMol25 structures with the same formula, charge and spin (kcal/mol) = 8.1
- LUMO level (spin up / spin down) (eV) = -0.01 / 0.04
- gap between HOMO and LUMO (spin up / spin down) (eV) = 5.50 / 9.95
- multiplicity = 2
- HOMO (spin up / spin down) (eV) = -5.513 / -9.916
- ⟨S²⟩ = 0.755
- max |F| (eV/Å) = 4.10